Formula: C42H54F6N9O8S2
Source: OMol25
Level of theory: the ωB97M-V functional and the def2-TZVPD basis

Summary:
Spin multiplicity: 1
Frontier orbital gap: 0.166 hartree
Charge: +5
HOMO: -16.3190 eV
Energy above the lowest of the compared OMol25 structures with the same formula, charge and spin: 3.35 kcal/mol
Calculated total energy: -112142.497 eV
LUMO energy: -11.80 eV

Element x y z (Å)
N -0.41 0.75 0.56
O -1.31 1.52 0.07
O -0.11 -0.29 -0.02
O 0.09 0.96 1.70
C -3.70 1.70 3.04
C -4.30 0.73 2.06
C -5.77 0.40 2.36
O -5.93 0.00 3.68
C -5.63 -1.37 3.91
N -4.25 1.39 0.68
H -4.38 2.40 0.78
H -3.31 1.24 0.28
H -4.96 1.04 0.03
H -2.60 1.72 2.99
H -3.95 1.46 4.07
H -4.10 2.71 2.90
H -3.73 -0.19 1.95
H -6.12 -0.35 1.64
H -6.36 1.33 2.29
H -5.86 -1.61 4.95
H -4.55 -1.53 3.77
H -6.18 -2.04 3.25
C -0.69 -2.56 -3.99
N -1.48 -1.30 -4.12
C -2.05 -1.05 -5.30
C -2.76 0.11 -5.50
C -3.04 0.96 -4.44
C -2.46 0.67 -3.18
C -1.72 -0.49 -3.06
C -4.03 2.05 -4.66
C -5.14 1.82 -5.46
C -6.06 2.81 -5.66
N -5.92 4.00 -5.04
C -4.79 4.32 -4.40
C -3.85 3.33 -4.14
C -6.98 5.02 -5.25
H -1.14 -3.24 -4.72
H -1.00 -3.08 -3.08
H 0.36 -2.39 -4.13
H -1.98 -1.79 -6.08
H -3.17 0.31 -6.48
H -2.47 1.32 -2.32
H -1.22 -0.82 -2.16
H -5.29 0.88 -5.98
H -6.94 2.72 -6.28
H -4.72 5.29 -3.95
H -2.94 3.56 -3.61
H -7.96 4.59 -5.05
H -6.93 5.37 -6.28
H -6.79 5.86 -4.59
C 4.60 0.19 0.33
N 4.03 1.56 0.32
C 3.13 1.87 1.27
C 2.49 3.09 1.20
C 2.83 4.02 0.22
C 3.84 3.69 -0.68
C 4.38 2.43 -0.65
C 2.16 5.33 0.08
C 0.78 5.49 0.14
C 0.24 6.73 -0.08
N 1.01 7.82 -0.21
C 2.35 7.69 -0.29
C 2.94 6.45 -0.20
C 0.35 9.15 -0.38
H 5.18 0.04 -0.58
H 3.82 -0.56 0.38
H 5.29 0.11 1.17
H 2.84 1.15 2.01
H 1.74 3.39 1.92
H 4.17 4.33 -1.49
H 5.04 2.03 -1.40
H 0.12 4.65 0.29
H -0.83 6.88 -0.12
H 2.87 8.62 -0.47
H 4.02 6.48 -0.15
H -0.59 9.11 0.15
H 0.28 9.39 -1.44
H 0.94 9.89 0.16
C -1.00 -1.34 3.99
N 0.38 -1.87 4.21
C 0.69 -2.40 5.41
C 1.81 -3.18 5.57
C 2.66 -3.37 4.48
C 2.36 -2.74 3.27
C 1.24 -1.95 3.18
C 3.81 -4.32 4.57
C 4.15 -5.12 3.48
C 5.15 -6.06 3.63
N 5.71 -6.31 4.83
C 5.40 -5.54 5.89
C 4.50 -4.52 5.77
C 6.87 -7.23 4.91
H -1.19 -1.29 2.92
H -0.99 -0.35 4.44
H -1.70 -2.03 4.43
H 0.01 -2.21 6.22
H 1.99 -3.66 6.52
H 3.06 -2.81 2.45
H 0.96 -1.37 2.31
H 3.70 -4.99 2.51
H 5.46 -6.74 2.85
H 5.99 -5.72 6.78
H 4.37 -3.85 6.60
H 6.96 -7.64 5.91
H 7.76 -6.65 4.67
H 6.76 -8.01 4.17
C 2.11 -4.15 -5.63
F 2.75 -4.45 -6.75
F 2.42 -2.89 -5.27
F 0.79 -4.22 -5.85
S 2.60 -5.35 -4.34
O 2.09 -6.61 -4.75
O 4.01 -5.21 -4.21
N 1.69 -4.71 -3.08
S 2.67 -4.71 -1.84
O 3.09 -6.00 -1.38
O 3.66 -3.66 -1.84
C 1.65 -4.12 -0.43
F 1.26 -2.84 -0.55
F 0.52 -4.83 -0.27
F 2.35 -4.23 0.70

Results of the Mulliken charge analysis, in e, for atoms 1 through 4: atom 1 (N): 1.1352, atom 2 (O): -0.8124, atom 3 (O): -0.6023, atom 4 (O): -0.6341